{"formula": "C4H5N3O6", "method": "wB97M-V/def2-TZVPD", "smiles": "C=CCO[N+]([O-])=C([N+](=O)[O-])[N+](=O)[O-]", "orbital_gap_ha": [0.339, 0.339], "fmax_ev_per_a": 3.84, "e_tot_ev": -20971.902, "e_above_lowest_ev": 5.6622, "symbols": ["C", "C", "C", "C", "N", "N", "N", "O", "O", "O", "O", "O", "O", "H", "H", "H", "H", "H"], "coordinates": [[1.7853, -0.0325, -1.1971], [2.4010, -0.0478, 0.2369], [1.7641, -0.0900, 1.4211], [-1.6157, 0.0825, -0.2363], [-2.4960, -0.8483, 0.3754], [-1.9124, 1.4764, 0.0106], [-0.4875, -0.4013, -0.7899], [-2.7182, -1.9205, -0.0919], [-1.1306, 2.2585, 0.3805], [-0.3390, -1.5681, -1.1097], [-3.0070, -0.4571, 1.3823], [-3.0891, 1.6105, -0.0234], [0.4566, 0.5590, -1.0817], [2.1518, 0.6352, -1.9461], [1.7555, -1.0129, -1.5011], [3.4254, 0.0783, 0.1759], [2.3073, -0.1406, 2.2957], [0.7485, -0.1811, 1.6988]]}

***

{"formula": "C4H5N3ReSSbSe4", "method": "wB97M-V/def2-TZVPD", "orbital_gap_ha": 0.210, "fmax_ev_per_a": 0.44, "e_tot_ev": -289570.803, "charge": 2, "symbols": ["Re", "Se", "Sb", "Se", "Se", "Se", "S", "N", "C", "C", "N", "C", "C", "N", "H", "H", "H", "H", "H"], "coordinates": [[0.7705, -1.5384, 1.1190], [1.3093, -2.7108, -3.4110], [2.0264, -3.8937, -1.5949], [-0.2424, -3.4216, 0.4621], [2.8724, -1.6220, 0.3694], [3.0411, -5.5815, -0.4584], [0.7686, -1.4580, 3.1685], [-1.1906, 3.4969, 1.1097], [-0.9933, 2.3585, 0.4423], [-0.3570, 1.2465, 1.0383], [-0.1810, 0.1274, 0.3229], [-0.6027, 0.0668, -0.9599], [-1.2266, 1.1796, -1.5002], [-1.4246, 2.2947, -0.8254], [-0.8994, 3.6289, 2.0624], [-1.6528, 4.2580, 0.6364], [-0.0032, 1.2597, 2.0572], [-0.4329, -0.8426, -1.5148], [-1.5819, 1.1516, -2.5234]]}

***

{"formula": "C4H5N3S", "method": "wB97M-V/def2-TZVPD", "smiles": "N#C/C(N)=N\\[C@H]1CS1", "orbital_gap_ha": 0.325, "fmax_ev_per_a": 4.30, "e_tot_ev": -19532.412, "e_above_lowest_ev": 2.4691, "symbols": ["C", "C", "C", "C", "N", "N", "N", "S", "H", "H", "H", "H", "H"], "coordinates": [[-1.3132, 0.6270, -1.0986], [0.9805, -0.7608, -0.3406], [2.0450, 0.2244, -0.0511], [-1.1180, -0.1234, 0.0940], [-1.4514, 1.3509, -1.9756], [-0.1095, -0.7962, 0.4996], [-2.1172, 0.0782, 0.9690], [2.4918, -1.4176, 0.4359], [0.8740, -0.8920, -1.3221], [2.6201, 0.5506, -0.8288], [1.9657, 0.8233, 0.8972], [-1.9527, -0.1886, 1.9747], [-2.9150, 0.5241, 0.7462]]}